{
  "formula": "C20H40CrN10O2S2",
  "method": "ωB97M-V with the def2-TZVPD basis set",
  "species": ["Cr", "N", "C", "C", "C", "N", "H", "H", "H", "H", "H", "H", "H", "H", "H", "H", "N", "C", "C", "C", "C", "C", "C", "S", "O", "O", "N", "C", "N", "C", "C", "C", "N", "H", "H", "H", "H", "H", "H", "H", "H", "H", "C", "N", "C", "C", "S", "N", "C", "C", "H", "H", "H", "H", "H", "H", "H", "H", "H", "H", "H", "H", "N", "C", "C", "N", "H", "H", "H", "H", "H", "H", "H", "H", "H"],
  "xyz": [[-1.1115, 0.5679, 0.0216], [-1.7380, -1.3512, 0.2251], [-2.9788, -1.7234, -0.5118], [-2.9283, -1.3157, -1.9670], [-2.9337, 0.1817, -2.2922], [-1.6156, 0.7999, -1.9495], [-1.0322, -2.0492, 0.0050], [-1.9045, -1.5594, 1.2117], [-3.7877, -1.2354, -0.0009], [-3.0392, -2.8159, -0.3790], [-3.7886, -1.7354, -2.4257], [-2.0459, -1.7790, -2.4617], [-3.6810, 0.7670, -1.7406], [-3.1279, 0.2265, -3.3468], [-1.7057, 1.7895, -2.1389], [-0.8967, 0.4737, -2.6146], [0.7115, 8.3813, 2.4883], [0.7294, 7.2722, 1.7226], [0.8321, 6.0377, 2.3878], [0.6159, 4.8746, 1.7058], [0.4684, 4.8851, 0.2847], [0.4631, 6.1535, -0.3529], [0.6611, 7.3410, 0.2973], [0.4383, 3.3427, -0.4974], [0.1107, 3.4365, -1.8816], [1.5825, 2.4852, -0.1435], [-0.7449, 2.4414, 0.3459], [-2.0400, 2.8073, 0.6008], [-2.5169, 4.0659, 0.7494], [-3.8050, 4.1782, 1.0377], [-4.6294, 3.0195, 1.1353], [-4.0214, 1.8045, 0.9807], [-2.7357, 1.6521, 0.6542], [0.5876, 8.3381, 3.4872], [0.5020, 9.3174, 2.1462], [0.9202, 6.0315, 3.4834], [0.6816, 3.9081, 2.2422], [0.3376, 6.2148, -1.3937], [0.6417, 8.2735, -0.2402], [-4.1691, 5.1472, 1.2326], [-5.7151, 3.0507, 1.4675], [-4.6754, 0.9783, 0.9586], [0.4196, -5.5087, 1.6664], [1.2242, -5.9027, 0.5513], [2.3235, -6.9471, 0.8300], [1.2659, -5.1310, -0.5351], [0.9437, -3.3312, -0.5007], [1.6635, -5.6097, -1.6839], [2.0306, -4.8200, -2.9094], [1.4912, -7.0150, -1.9895], [0.0523, -6.3811, 2.1406], [-0.4187, -4.9777, 1.2204], [0.9527, -4.8170, 2.2999], [2.7701, -6.8147, 1.8165], [3.1044, -6.7967, 0.1168], [1.9484, -7.9711, 0.7181], [2.3079, -3.7694, -2.6215], [1.2471, -4.8326, -3.6113], [2.8727, -5.3606, -3.3015], [0.6407, -7.4174, -1.4063], [2.3959, -7.6474, -1.7736], [1.3649, -7.1059, -3.0594], [3.6737, 1.0480, 0.4163], [3.0255, -0.1810, 1.0144], [1.5783, 0.0379, 1.1681], [0.9400, -0.0282, -0.1351], [4.4560, 1.4560, 0.9562], [2.9320, 1.8112, 0.1279], [4.1704, 0.8096, -0.4250], [3.5971, -0.4333, 1.9357], [3.1884, -0.9805, 0.3135], [1.3955, 0.9699, 1.6416], [1.1798, -0.7506, 1.8320], [1.0637, -0.9617, -0.5637], [1.2834, 0.6798, -0.7833]],
  "forces_ev_per_angstrom": [[0.3, 0.0, -0.3], [-0.2, 0.0, 0.6], [0.6, -0.5, 0.2], [0.9, 0.2, 0.1], [0.1, -0.8, 0.9], [0.1, -0.4, -0.3], [0.7, -0.4, -0.4], [-0.1, 0.1, 0.1], [-0.6, 0.0, 0.2], [-0.5, 0.4, -0.4], [-0.8, -0.5, -0.6], [-0.4, 0.2, 0.2], [0.0, -0.4, -0.2], [0.0, 0.6, -0.6], [0.3, 0.5, 0.0], [-0.3, 0.1, 0.4], [-0.2, 0.9, 0.0], [0.1, 1.3, 0.0], [-0.8, -0.6, 0.4], [0.9, -0.9, -0.5], [0.3, 0.4, 1.1], [0.4, -0.8, 0.0], [-0.5, -1.1, 1.4], [-1.0, 0.9, 1.8], [-0.1, -0.3, -0.4], [-0.1, 1.0, -0.5], [1.5, 0.9, -0.7], [-0.3, 1.4, -0.3], [0.8, -1.3, -0.1], [0.0, -2.3, 0.0], [-0.7, 1.0, 1.1], [-1.1, 0.3, -0.7], [-0.2, 0.8, 0.3], [0.2, -0.4, 0.0], [0.2, -0.6, -0.4], [0.0, 0.0, -0.6], [-0.2, 0.7, -0.3], [-0.1, -0.2, -1.3], [0.0, 0.1, 0.0], [-0.5, 1.1, 0.0], [1.6, 0.1, -0.7], [-0.3, -1.3, 0.3], [-0.5, 1.0, -0.9], [1.6, -1.3, -0.1], [-1.3, 0.5, -0.4], [0.4, 2.5, 0.1], [-0.2, -1.2, 0.5], [0.1, 0.0, -1.5], [1.1, 0.7, 2.4], [0.8, -1.5, 0.5], [-0.2, -0.7, 0.8], [-0.2, 0.0, 0.4], [0.1, 0.0, 0.6], [-0.5, 0.2, 0.1], [0.5, 0.1, -0.5], [-0.1, 0.3, 0.2], [-0.3, -1.3, -0.4], [-1.1, 0.0, -0.8], [0.5, 0.1, -0.4], [0.4, 0.1, -0.5], [-0.7, 0.7, 0.0], [-0.5, -0.1, -0.1], [0.2, 1.2, -0.4], [2.2, 0.0, 0.7], [-0.4, -1.2, 0.9], [-1.8, -0.5, -1.1], [-0.9, -0.1, 0.4], [1.2, -0.8, 0.7], [0.1, -0.3, -0.8], [-0.7, 0.2, -0.5], [0.2, -0.5, -0.2], [-0.4, 0.9, 0.3], [0.1, 0.2, -0.5], [0.0, 0.2, 0.3], [0.3, -0.1, 0.3]],
  "mulliken_spin": [3.225, -0.098, 0.007, 0.016, -0.003, -0.091, 0.005, 0.014, -0.006, 0.001, 0.001, -0.003, -0.006, -0.001, 0.009, 0.011, -0.001, -0.001, 0.001, 0.004, -0.003, 0.000, -0.001, 0.003, 0.003, -0.006, -0.055, 0.033, -0.003, 0.010, 0.003, 0.003, -0.049, 0.000, 0.000, 0.000, 0.000, 0.000, 0.000, 0.001, 0.000, -0.002, 0.000, 0.000, 0.000, 0.001, 0.002, 0.000, 0.000, 0.000, 0.000, 0.000, 0.000, 0.000, 0.000, 0.000, 0.000, 0.000, 0.000, 0.000, 0.000, 0.000, 0.000, -0.001, 0.006, -0.050, 0.000, 0.000, 0.000, -0.001, -0.001, 0.003, 0.001, 0.006, 0.012],
  "charge": 3,
  "energy_ha": -3324.11840,
  "e_homo_ev": [-14.922, -14.925],
  "spin_multiplicity": 4
}